85
Properties=species:S:1:pos:R:3:forces:R:3 method="wB97M-V/def2-TZVPD" energy_ev=-2155318.6462 e_lumo_ev=-0.54 homo_energy_ha=-0.368 e_above_lowest_kcal_mol=0.0 total_charge=0 gap_ev=9.5 fmax_ev_per_a=1.50
C 6.284503 -0.452569 -0.271040 0.042 -0.335 0.198
C 6.597864 0.016392 -1.670521 0.831 -0.139 0.072
F 7.974785 -0.091162 -1.828356 0.094 0.011 -0.080
N 6.198220 1.361600 -1.956495 0.081 0.374 -0.441
C 5.039146 1.596831 -2.734597 -0.441 0.232 1.183
O 4.916988 1.448253 -3.902848 -0.172 -0.682 -0.937
C 4.037184 2.166424 -1.766843 -0.114 0.297 -0.134
C 2.662989 2.263081 -1.884046 0.167 0.225 0.007
C 1.945137 2.796392 -0.817390 -0.250 -0.078 -0.068
C 0.437420 2.949562 -0.844743 0.753 -0.063 -0.159
C -0.359291 1.863119 -1.561138 -0.614 0.467 0.534
O -1.707135 2.016304 -1.141953 0.044 0.121 0.038
C 0.074209 0.425593 -1.195340 -0.761 -0.170 -0.573
F 0.878572 -0.091948 -2.138418 0.348 0.038 0.129
F -0.991926 -0.397292 -1.141692 0.130 0.345 0.009
F 0.677270 0.348217 -0.010837 0.234 0.004 0.139
C 2.627825 3.230332 0.315610 0.399 -0.042 0.069
C 4.018329 3.170487 0.423624 -0.186 -0.250 0.148
P 4.864562 3.768854 1.913324 0.780 0.882 -0.555
O 5.968878 4.688354 1.579824 0.234 0.040 0.245
C 4.716290 2.618126 -0.650023 0.276 0.188 0.072
C 6.194772 2.355052 -0.912370 -1.329 -0.703 -0.046
O 7.162608 2.854413 -0.467490 0.789 0.165 0.721
H 5.220245 -0.617131 -0.117698 -0.153 0.170 -0.073
H 6.672643 0.209710 0.498218 0.033 0.204 -0.036
H 6.776717 -1.411066 -0.138236 0.039 -0.143 0.035
H 6.166108 -0.667785 -2.396811 -0.240 0.211 -0.261
H 2.178538 1.917287 -2.783095 -0.050 -0.018 -0.123
H 0.224351 3.896851 -1.336575 -0.231 0.089 -0.073
H 0.066483 3.040499 0.170802 -0.119 -0.124 0.141
H -0.316062 2.023670 -2.634577 0.327 -0.466 -0.202
H -2.255291 2.229718 -1.900101 -0.159 -0.081 -0.059
H 2.057392 3.634649 1.141565 -0.068 0.036 0.092
H 5.274867 2.629734 2.636697 -0.344 -0.101 0.007
H 3.872125 4.408196 2.677428 -0.308 -0.571 0.055
C 3.892820 8.097274 1.871645 0.107 0.049 0.051
Br 2.948974 9.727455 1.472879 -0.010 -0.039 -0.004
Br 3.335779 6.656939 0.722549 -0.152 0.119 -0.096
Br 5.795521 8.341786 1.824375 -0.074 -0.025 0.000
H 3.629627 7.814861 2.880765 -0.027 0.001 0.017
C -4.273386 -0.735330 -2.161344 -0.030 -0.172 0.129
Br -4.912654 1.043290 -2.543624 0.028 0.078 -0.106
Br -5.673258 -1.826540 -1.430066 0.074 0.027 -0.057
Br -3.486317 -1.539480 -3.723605 -0.026 0.069 -0.036
H -3.496036 -0.648731 -1.413981 0.074 0.041 -0.018
C -1.146481 -4.287781 -2.459035 0.080 -0.005 0.053
Br -1.406562 -3.308847 -0.825490 -0.082 -0.272 0.024
Br 0.719859 -4.540359 -2.848020 -0.031 -0.015 0.025
Br -2.100653 -5.956968 -2.435299 -0.051 -0.038 -0.022
H -1.564779 -3.692794 -3.257470 -0.028 0.013 0.004
C -8.709909 -3.991288 0.444811 0.004 -0.019 0.037
Br -7.297336 -4.614185 1.587011 -0.015 -0.065 -0.067
Br -9.115909 -2.136846 0.775709 0.030 -0.002 -0.005
Br -8.315760 -4.298143 -1.412721 -0.022 -0.024 0.019
H -9.594416 -4.561880 0.685863 -0.029 0.012 -0.012
C -4.010553 -2.613210 3.963778 0.016 0.121 -0.012
Br -5.525074 -1.747779 3.164118 -0.142 -0.023 0.003
Br -4.399861 -4.440522 4.425363 0.034 0.035 -0.066
Br -2.463903 -2.452974 2.833032 0.071 -0.074 -0.017
H -3.780866 -2.090545 4.880949 -0.028 0.004 0.024
C -7.270409 0.726052 -5.851016 -0.029 -0.023 -0.016
Br -7.927969 2.486779 -6.265530 0.010 -0.033 0.003
Br -8.645945 -0.384129 -5.090343 0.062 0.029 0.004
Br -6.451675 -0.106282 -7.379899 -0.015 0.014 0.023
H -6.500815 0.843549 -5.103286 0.028 -0.023 0.052
C -0.228453 -9.430033 -1.772294 -0.021 0.064 0.025
Br 1.206925 -9.471655 -0.495371 0.031 -0.081 -0.066
Br 0.409625 -9.113523 -3.558323 0.007 -0.021 0.011
Br -1.323409 -11.009850 -1.672996 0.034 0.020 -0.008
H -0.856204 -8.590000 -1.511035 -0.006 0.010 0.000
C -4.881901 1.962764 2.766653 -0.020 -0.145 -0.027
Br -3.624532 1.363213 4.092789 0.088 0.080 0.068
Br -5.070222 3.876282 2.789244 0.030 -0.059 -0.049
Br -4.425144 1.291938 1.021703 0.014 0.181 0.047
H -5.844398 1.541272 3.018613 0.003 -0.007 0.063
C 1.427028 -8.238613 3.682327 -0.027 -0.032 -0.048
Br 0.496409 -7.156565 2.395548 -0.042 0.106 0.082
Br 0.367119 -9.744325 4.239324 0.022 0.017 -0.021
Br 3.148537 -8.790895 3.019396 -0.022 -0.008 -0.007
H 1.599703 -7.626678 4.554858 0.015 0.005 0.012
C 1.850618 6.072404 5.430430 0.003 0.043 0.039
Br 0.915150 7.701964 5.027475 0.058 -0.034 -0.067
Br 1.290388 4.626251 4.289010 -0.036 0.011 -0.001
Br 3.760467 6.319975 5.382843 -0.026 -0.025 -0.072
H 1.589200 5.794459 6.440719 0.010 -0.017 0.014

19
Properties=species:S:1:pos:R:3:forces:R:3 method="wB97M-V/def2-TZVPD" energy_ev=-10739.4694 smiles="N/C=C/N.N=C(N)N" e_lumo_ev=0.69 homo_energy_ha=-0.278 e_above_lowest_kcal_mol=10.9 total_charge=0 gap_ev=8.3 fmax_ev_per_a=0.90
N 0.753774 1.319685 0.798799 0.674 -0.176 -0.536
C 1.943335 0.636040 0.513027 -0.243 0.321 -0.115
N 2.641791 1.192038 -0.524251 -0.280 -0.241 0.359
N 2.355726 -0.433543 1.068512 0.013 -0.219 -0.251
H 0.379888 1.092603 1.686404 -0.412 -0.234 0.763
H 0.800827 2.310222 0.666059 -0.032 0.396 -0.087
H 2.414331 2.093772 -0.873153 0.005 0.284 -0.241
H 3.464127 0.720246 -0.824518 0.378 -0.065 -0.103
H 1.696579 -0.764320 1.758851 -0.073 -0.020 0.225
C -1.896785 -0.090205 -0.561119 -0.345 0.095 -0.799
C -1.885103 -1.402892 -0.352532 -0.127 0.024 0.541
N -0.792779 -2.251525 -0.513058 -0.089 0.226 -0.457
N -3.096715 0.697661 -0.401663 0.127 -0.374 -0.100
H -1.077803 0.397129 -1.081340 0.345 -0.072 0.416
H -2.799444 -1.887022 -0.023795 0.046 0.029 0.127
H -0.824061 -3.102792 0.012279 0.008 -0.102 0.150
H 0.102340 -1.793529 -0.469950 0.170 -0.048 0.007
H -3.621034 0.697490 -1.268493 -0.112 0.068 0.008
H -2.838825 1.657250 -0.225987 -0.055 0.111 0.090

Please write out number 2 again, unchanged.
19
Properties=species:S:1:pos:R:3:forces:R:3 method="wB97M-V/def2-TZVPD" energy_ev=-10739.4694 smiles="N/C=C/N.N=C(N)N" e_lumo_ev=0.69 homo_energy_ha=-0.278 e_above_lowest_kcal_mol=10.9 total_charge=0 gap_ev=8.3 fmax_ev_per_a=0.90
N 0.753774 1.319685 0.798799 0.674 -0.176 -0.536
C 1.943335 0.636040 0.513027 -0.243 0.321 -0.115
N 2.641791 1.192038 -0.524251 -0.280 -0.241 0.359
N 2.355726 -0.433543 1.068512 0.013 -0.219 -0.251
H 0.379888 1.092603 1.686404 -0.412 -0.234 0.763
H 0.800827 2.310222 0.666059 -0.032 0.396 -0.087
H 2.414331 2.093772 -0.873153 0.005 0.284 -0.241
H 3.464127 0.720246 -0.824518 0.378 -0.065 -0.103
H 1.696579 -0.764320 1.758851 -0.073 -0.020 0.225
C -1.896785 -0.090205 -0.561119 -0.345 0.095 -0.799
C -1.885103 -1.402892 -0.352532 -0.127 0.024 0.541
N -0.792779 -2.251525 -0.513058 -0.089 0.226 -0.457
N -3.096715 0.697661 -0.401663 0.127 -0.374 -0.100
H -1.077803 0.397129 -1.081340 0.345 -0.072 0.416
H -2.799444 -1.887022 -0.023795 0.046 0.029 0.127
H -0.824061 -3.102792 0.012279 0.008 -0.102 0.150
H 0.102340 -1.793529 -0.469950 0.170 -0.048 0.007
H -3.621034 0.697490 -1.268493 -0.112 0.068 0.008
H -2.838825 1.657250 -0.225987 -0.055 0.111 0.090